{
  "formula": "C21H36P2Sr",
  "method": "wB97M-V/def2-TZVPD",
  "symbols": ["P", "P", "C", "C", "H", "H", "H", "H", "C", "H", "H", "H", "C", "H", "H", "H", "C", "H", "H", "H", "C", "H", "H", "H", "Sr", "C", "C", "C", "C", "C", "C", "C", "C", "C", "H", "H", "H", "H", "H", "H", "H", "H", "H", "H", "H", "H", "H", "H", "H", "C", "C", "C", "C", "C", "C", "H", "H", "H", "H", "H"],
  "xyz": [[-2.5916, 4.0789, 1.5630], [-2.9537, 2.7762, -1.9966], [-3.6989, 4.6064, 0.2033], [-4.1827, 3.5913, -0.8407], [-3.2048, 5.4676, -0.2499], [-4.5663, 4.9823, 0.7636], [-4.9106, 2.8992, -0.4217], [-4.7874, 4.1509, -1.5478], [-2.8438, 4.2216, -3.1559], [-2.3788, 3.9342, -4.1037], [-2.3331, 5.1184, -2.7892], [-3.8625, 4.5447, -3.3789], [-3.9700, 1.6744, -3.0720], [-4.0543, 2.1876, -4.0294], [-4.9871, 1.4317, -2.7235], [-3.4372, 0.7375, -3.3290], [-2.2927, 5.5590, 2.5694], [-1.6170, 5.3863, 3.4142], [-3.2497, 5.9156, 2.9595], [-1.8402, 6.3782, 2.0064], [-3.6710, 3.1164, 2.6180], [-4.3628, 2.5190, 2.0139], [-4.2646, 3.8246, 3.2088], [-3.1878, 2.4324, 3.3204], [-3.6209, 0.3674, -0.7889], [-0.3222, 4.0044, -1.3253], [-0.7800, 5.1585, -0.7711], [0.3561, 5.9312, -0.2600], [1.0925, 5.0578, 0.8027], [0.3731, 4.3138, 1.8044], [-0.6879, 3.3503, 1.7124], [-0.8951, 2.3522, 0.5257], [-0.0188, 2.6867, -0.7084], [-2.4775, -0.8921, 1.2598], [-0.2163, 3.9521, -2.4175], [-1.5569, 5.7368, -1.2897], [0.1497, 6.9516, 0.0433], [1.0757, 6.0529, -1.0841], [1.6681, 4.3408, 0.2092], [1.8196, 5.7050, 1.3054], [0.8234, 4.3939, 2.7942], [-0.7472, 2.7495, 2.6547], [-1.9728, 2.3783, 0.1615], [-0.7995, 1.2956, 0.8417], [1.0353, 2.6201, -0.3959], [-0.1336, 1.8520, -1.4455], [-2.9589, -1.8354, 0.9911], [-2.7862, -0.6028, 2.2638], [-1.3984, -1.0097, 1.2220], [0.8823, -2.6391, -3.0617], [1.1486, -1.6175, -2.1425], [0.0750, -0.7905, -1.7119], [-1.2056, -0.9813, -2.1793], [-1.4585, -1.9526, -3.1219], [-0.4191, -2.8431, -3.5381], [1.6860, -3.3097, -3.3903], [2.1682, -1.4390, -1.7812], [0.2921, -0.0141, -0.9883], [-2.4654, -2.0880, -3.5175], [-0.6379, -3.6380, -4.2720]],
  "forces_ev_per_a": [[0.767, 0.962, 1.046], [0.978, 1.685, -0.515], [-0.411, 0.353, 0.613], [-0.361, 0.275, -0.579], [-0.216, -0.157, -0.083], [-0.239, 0.111, -0.460], [0.031, -0.361, 0.409], [-0.410, 0.193, 0.001], [-0.192, 0.075, -0.411], [0.069, -0.107, 0.206], [0.061, -0.544, 0.141], [-0.108, -0.086, -0.146], [-0.789, -0.001, -1.057], [-0.352, -0.035, -0.014], [0.033, 0.253, -0.265], [0.092, 0.261, 0.367], [-0.975, 0.787, 0.048], [-0.135, -0.435, -0.326], [0.007, 0.191, 0.068], [0.038, -0.191, -0.222], [-1.178, -0.180, 0.554], [0.045, 0.008, 0.096], [-0.179, -0.252, 0.007], [0.274, 0.152, -0.281], [2.138, -2.293, 1.202], [-1.385, -1.515, -1.341], [-0.183, 0.524, -1.464], [1.135, 0.072, 2.325], [1.431, 1.114, -1.431], [-1.924, -1.963, 1.985], [2.109, -1.003, -0.724], [0.461, -0.020, -0.554], [1.224, -1.214, 0.904], [-0.990, 1.001, -0.517], [-1.356, -0.253, -0.087], [0.797, 0.207, -0.664], [-0.451, 0.103, 0.621], [-0.208, 0.150, 0.092], [0.509, 0.213, -0.180], [0.026, -0.159, -0.118], [-0.461, 0.044, 0.006], [-0.344, 0.795, -0.500], [1.141, 0.100, 0.541], [0.576, 0.467, -0.145], [-0.043, -0.165, -0.001], [-0.055, 0.986, 0.278], [0.097, -0.399, 0.226], [0.008, -0.214, 0.288], [0.102, -0.018, -0.145], [-0.082, -0.320, 0.025], [-0.799, 0.533, -0.005], [1.696, -1.071, -0.294], [-2.498, 1.878, 0.598], [1.361, -1.632, -0.540], [-0.652, 0.774, -0.088], [-0.293, 0.307, 0.120], [-0.373, -0.144, -0.115], [0.074, -0.076, 0.144], [0.139, -0.149, -0.092], [0.222, 0.387, 0.453]],
  "e_above_lowest_ev": 2.924,
  "e_lumo_ev": [-0.9, -0.9],
  "homo_energy_ev": [-5.6, -5.6]
}



{
  "formula": "C21H37BLiN3O8PS",
  "method": "wB97M-V/def2-TZVPD",
  "symbols": ["C", "C", "O", "C", "C", "C", "C", "C", "C", "C", "C", "O", "S", "O", "O", "C", "C", "N", "C", "P", "O", "O", "C", "N", "C", "C", "C", "B", "C", "O", "C", "O", "C", "C", "N", "H", "H", "H", "H", "H", "H", "H", "H", "H", "H", "H", "H", "H", "H", "H", "H", "H", "H", "H", "H", "H", "H", "H", "H", "H", "H", "H", "H", "H", "H", "H", "H", "H", "H", "H", "H", "H", "Li"],
  "xyz": [[4.9372, 0.4056, 1.0072], [3.7453, 1.2970, 0.6293], [2.5721, 0.5344, 0.4870], [1.8281, 0.8624, -0.6731], [0.8028, -0.1895, -1.1895], [1.6837, -1.1974, -1.9887], [2.8555, -1.7347, -1.4797], [3.6276, -2.6096, -2.2023], [3.2963, -2.9749, -3.4900], [2.1400, -2.4246, -4.0135], [1.3498, -1.5746, -3.2749], [0.1495, 0.5027, -2.2763], [-1.3436, 1.0099, -2.0431], [-1.5024, 2.1215, -2.9255], [-2.3597, 0.0509, -2.3417], [-1.5841, 1.3896, -0.3021], [-0.9999, 2.7160, 0.2168], [-1.1586, 3.8336, -0.7481], [-1.2792, 5.0876, 0.0007], [-3.5589, 1.7004, -0.2599], [-3.8887, 2.4645, 1.1748], [-3.9370, 2.7247, -1.4770], [-1.2053, 0.0511, 0.5765], [-2.5571, -0.5071, 0.7533], [-2.9422, -1.2617, 1.7083], [-4.2329, -0.8196, 2.4178], [-2.4440, -2.6200, 2.1772], [-0.7851, 0.5866, 2.0226], [0.6709, 0.6118, 2.6871], [-1.7415, 1.2414, 2.7894], [-0.1536, -0.8889, -0.1734], [0.7269, -1.5610, 0.7406], [-0.8168, -2.1195, -0.9348], [-0.0949, -3.4790, -0.8469], [-0.4083, -4.3014, 0.3341], [4.5951, -0.5172, 1.4870], [5.5486, 0.1638, 0.1322], [5.5984, 0.9029, 1.7279], [3.9919, 1.9234, -0.2391], [3.5964, 2.0013, 1.4998], [1.4122, 1.8874, -0.5637], [2.5661, 0.9739, -1.4840], [3.2006, -1.5106, -0.4745], [4.5412, -3.0381, -1.7929], [3.9006, -3.6502, -4.0867], [1.8472, -2.6561, -5.0358], [0.4494, -1.2193, -3.7692], [0.0999, 2.7332, 0.4843], [-1.5185, 3.1136, 1.0986], [-0.3341, 3.8910, -1.3363], [-1.2132, 5.9248, -0.7027], [-0.4678, 5.2013, 0.7557], [-2.2539, 5.1650, 0.4948], [-4.2951, 3.3376, 1.0714], [-3.4577, 3.5733, -1.4794], [-4.4073, -1.3882, 3.3347], [-4.2807, 0.2616, 2.5387], [-5.0509, -1.1140, 1.7346], [-3.1574, -3.0882, 2.8646], [-1.4787, -2.6223, 2.7007], [-2.4475, -3.2748, 1.2993], [1.2543, 1.3704, 2.1361], [1.2085, -0.3359, 2.7200], [0.6489, 0.9699, 3.7302], [-1.3425, 2.0777, 3.0621], [0.2017, -1.9825, 1.4319], [-0.8828, -1.8914, -2.0033], [-1.8468, -2.3212, -0.6281], [0.9924, -3.4492, -0.9626], [-0.4572, -4.0542, -1.7123], [-0.3745, -5.2923, 0.1274], [0.2847, -4.1595, 1.0621], [1.9366, 3.1644, 1.6947]],
  "forces_ev_per_a": [[0.232, 0.157, 0.161], [0.364, -0.052, 0.735], [-0.074, -0.107, -0.368], [0.719, 0.846, -0.415], [1.819, -0.636, -0.504], [-0.156, -0.180, 0.470], [0.288, 0.242, 1.124], [1.040, -0.732, -0.284], [-0.423, 0.184, -0.293], [0.245, -0.512, -0.753], [-0.877, 0.327, -0.530], [-0.804, 0.187, 1.366], [-2.533, 1.424, -1.839], [1.500, 0.884, 0.463], [0.768, -1.515, 0.955], [1.433, 0.745, 0.794], [0.556, 1.374, -1.131], [-0.086, 0.080, 1.115], [0.319, 0.191, -0.526], [-2.532, -2.835, -0.876], [1.001, 0.854, -0.460], [0.876, 0.865, 1.254], [-0.948, -0.176, -1.759], [1.075, 0.552, 2.209], [-1.374, -0.116, 0.679], [-0.353, -0.932, -1.205], [-0.198, 0.052, -0.106], [0.184, 0.415, 0.893], [-0.188, 0.505, 0.694], [0.275, -0.007, -1.256], [-0.440, -1.957, -0.370], [0.367, 1.038, 0.568], [-0.233, 0.154, -0.504], [0.318, -0.793, -0.353], [-0.104, 0.273, 0.386], [-0.078, 0.192, -0.188], [-0.268, -0.089, 0.105], [-0.155, 0.021, -0.214], [-0.248, -0.216, -0.021], [0.030, -0.028, -0.133], [-0.380, -0.435, -0.029], [-0.435, -0.030, -0.076], [-0.300, 0.075, -0.108], [-0.214, 0.232, 0.233], [0.001, 0.078, 0.186], [-0.015, 0.004, 0.212], [0.138, 0.116, 0.266], [-0.252, -0.492, 0.247], [-0.146, -0.889, 0.013], [-0.409, -0.144, -0.406], [0.058, -0.105, 0.201], [-0.271, 0.119, -0.040], [0.244, -0.163, 0.049], [0.030, -0.092, -0.043], [0.162, -0.168, -0.391], [0.162, 0.336, -0.005], [0.140, -0.164, 0.085], [0.033, 0.225, 0.241], [0.120, 0.394, 0.022], [0.051, -0.016, -0.378], [0.651, 0.085, 0.186], [0.270, -0.606, -0.133], [0.211, 0.343, -0.515], [-0.383, -0.052, -0.233], [-0.280, -0.293, 0.823], [-0.199, -0.054, -0.252], [-0.143, 0.079, 0.268], [0.131, 0.442, 0.115], [-0.210, 0.470, -0.194], [-0.003, 0.230, 0.157], [-0.036, 0.113, -0.188], [-0.024, -0.016, -0.080], [-0.038, -0.299, -0.114]],
  "total_charge": 1,
  "e_lumo_ev": -4.7,
  "homo_energy_ev": -9.8
}



{
  "formula": "C21H37BeCl3F6LiN3O11P",
  "method": "wB97M-V/def2-TZVPD",
  "symbols": ["O", "C", "O", "C", "C", "O", "O", "C", "C", "Cl", "H", "H", "H", "H", "Be", "O", "H", "F", "P", "F", "F", "F", "F", "F", "C", "Cl", "Cl", "H", "H", "C", "C", "C", "O", "C", "C", "C", "O", "O", "O", "H", "H", "H", "H", "N", "H", "H", "H", "H", "C", "N", "C", "C", "C", "C", "O", "H", "H", "H", "H", "H", "H", "H", "H", "H", "H", "H", "H", "H", "H", "C", "C", "O", "H", "H", "H", "H", "H", "Li", "C", "C", "N", "H", "H", "H"],
  "xyz": [[-1.8120, 3.0777, -1.6190], [-0.6646, 2.9753, -1.3605], [0.2107, 3.9239, -1.7467], [1.4361, 3.9416, -0.9328], [2.5387, 3.9241, -2.0680], [3.5040, 3.0526, -1.9716], [2.4550, 4.6648, -2.9705], [1.2788, 2.6465, -0.0572], [0.0253, 1.8600, -0.5516], [0.2971, 0.5155, -1.7387], [1.3204, 4.9077, -0.4139], [1.0119, 3.0301, 0.9474], [2.1770, 1.9904, -0.0715], [-0.4664, 1.4655, 0.3467], [3.8816, 1.5037, -1.1536], [-4.4533, 2.8493, -0.5436], [-3.6381, 2.7292, -1.0651], [-8.0193, -0.6919, -0.3842], [-7.3998, 0.7914, -0.0678], [-5.9987, 1.6096, -0.4784], [-8.2448, 0.7086, 1.3405], [-8.0812, 2.2725, 0.0397], [-7.7544, 0.8740, -1.6625], [-6.1987, -0.0226, 0.7498], [-4.6795, 3.4497, 2.7545], [-6.0000, 2.2839, 2.6253], [-5.1056, 4.8048, 3.8078], [-3.8047, 2.9515, 3.1654], [-4.4559, 3.8307, 1.7611], [3.9338, -3.7469, -3.0873], [2.9855, -2.8167, -2.9268], [1.5733, -3.1873, -2.5953], [0.7489, -2.3036, -2.4389], [1.2435, -4.6019, -2.4768], [2.1907, -5.5341, -2.6407], [3.6104, -5.1629, -2.9455], [4.4348, -6.0441, -3.0661], [1.9203, -6.8355, -2.5409], [3.2509, -1.5117, -3.0528], [4.9573, -3.4921, -3.3244], [0.2158, -4.8565, -2.2557], [2.7687, -7.2938, -2.7003], [2.4064, -1.0515, -2.8904], [6.7990, 3.5385, -0.1121], [7.4609, 3.0470, -0.7121], [7.0541, 4.5254, -0.0601], [5.8551, 3.4487, -0.4988], [6.8239, 3.1269, 0.8404], [-1.3372, -1.7462, 0.4837], [-2.2449, -2.5903, 1.3467], [-1.3866, -3.5043, 2.1532], [-3.1440, -3.4087, 0.4616], [-3.0573, -1.7370, 2.3217], [-4.0385, -0.7700, 1.6938], [-3.3706, 0.1677, 0.8697], [-0.6124, -2.4111, 0.0116], [-1.9284, -1.2709, -0.2922], [-0.8249, -1.0145, 1.1035], [-0.8083, -4.1303, 1.4715], [-2.0464, -4.1248, 2.7826], [-0.7217, -2.9046, 2.7721], [-3.7224, -2.7416, -0.1747], [-3.8044, -4.0030, 1.0933], [-2.5222, -4.0546, -0.1573], [-2.3252, -1.1935, 2.9231], [-3.5996, -2.4345, 2.9629], [-4.5445, -0.2279, 2.4933], [-4.8021, -1.2883, 1.1062], [-4.0483, 0.7681, 0.4952], [9.6720, 2.0720, 3.0873], [8.5396, 2.9570, 3.6680], [7.4521, 2.8284, 2.8838], [9.9437, 2.3792, 2.0743], [10.5701, 2.1583, 3.7090], [9.3871, 1.0187, 3.0661], [8.9867, 3.9670, 3.7641], [8.4452, 2.6447, 4.7255], [-1.7538, -6.0021, 3.4264], [-3.4459, 0.3827, -2.5242], [-3.5815, -1.0114, -2.9243], [-3.6934, -2.1112, -3.2333], [-3.7678, 1.0671, -3.3091], [-4.0471, 0.5984, -1.6426], [-2.4039, 0.6127, -2.2872]],
  "forces_ev_per_a": [[-1.205, -0.480, -0.447], [0.555, 0.595, 0.575], [0.004, -0.434, 0.614], [-1.065, -1.314, -1.666], [-0.415, -0.691, 2.090], [1.749, -3.699, 2.041], [-0.446, 1.826, -1.648], [-0.173, 0.510, -0.031], [1.246, 1.305, -0.042], [0.218, 0.368, 0.728], [0.799, -0.579, 0.100], [0.544, -0.697, -0.218], [-0.398, 0.478, 0.516], [-0.489, 0.104, -0.812], [-0.769, 2.789, -1.558], [1.475, 1.263, 0.647], [-0.141, -0.175, -0.307], [0.161, -0.778, 1.040], [-2.075, 0.593, -0.512], [-0.761, -0.393, -0.688], [0.546, -1.096, 0.611], [0.454, 0.455, -0.847], [0.638, 0.847, -0.484], [-0.435, -0.889, 0.276], [0.061, -0.035, -0.162], [0.223, 0.099, 0.222], [0.096, 0.043, 0.042], [-0.118, 0.042, 0.070], [-0.164, -0.045, -0.010], [0.008, -0.204, 0.047], [0.602, 0.203, -0.198], [-0.322, -0.478, -0.028], [0.160, 0.136, 0.084], [-0.047, 0.338, 0.161], [-0.653, -0.329, 0.117], [0.499, 0.518, -0.194], [-0.259, -0.328, 0.096], [0.542, 0.291, -0.039], [-0.533, -0.241, 0.185], [-0.014, 0.012, -0.004], [-0.013, -0.029, -0.109], [-0.029, -0.106, -0.034], [0.030, 0.109, -0.065], [-0.159, -0.022, 0.052], [-0.009, -0.021, 0.063], [0.035, -0.044, 0.122], [-0.001, 0.018, -0.113], [0.480, -0.002, 0.818], [0.237, -0.336, -0.288], [-0.165, -0.164, 0.091], [0.004, 0.214, -0.422], [0.103, 0.129, 0.053], [0.123, 0.453, -0.007], [0.059, 0.037, -0.578], [0.201, -0.160, 0.013], [-0.016, 0.016, -0.022], [-0.040, 0.151, 0.197], [-0.144, 0.023, 0.004], [0.047, 0.059, 0.007], [-0.123, 0.369, 0.023], [-0.031, -0.126, 0.097], [0.000, -0.061, 0.012], [-0.077, 0.081, -0.038], [-0.015, 0.083, -0.058], [0.086, -0.067, -0.043], [-0.045, 0.018, -0.045], [-0.168, -0.309, 0.259], [0.140, -0.146, 0.385], [-0.009, 0.101, 0.228], [0.541, -0.089, 0.245], [1.156, -0.367, -0.120], [-1.002, 0.460, -0.716], [-0.134, 0.065, 0.009], [-0.011, 0.015, -0.014], [-0.162, 0.080, -0.010], [-0.301, 0.215, -0.404], [-0.564, -0.259, -0.107], [0.009, -0.258, 0.094], [0.192, 0.308, 0.065], [-0.103, 0.273, 0.019], [0.139, -0.243, 0.214], [-0.043, -0.173, -0.073], [-0.183, -0.114, -0.077], [-0.136, -0.111, -0.098]],
  "total_charge": 1,
  "e_lumo_ev": -7.0,
  "homo_energy_ev": -8.4
}